Arrangement 1

Below is a cluster of 3 separate species, C3H11NO3S in total, with properties calculated with ωB97M-V/def2-TZVPD.

Geometry as XYZ:
```
19
Properties=species:S:1:pos:R:3
C -0.130 0.141 0.067
O 0.096 -0.284 -1.266
C 1.102 -0.101 0.915
C 2.114 1.050 0.913
S 1.645 2.552 1.906
N 0.801 -0.429 2.390
H -0.382 1.219 0.064
H -1.057 -0.288 0.478
H 1.628 -1.054 0.769
H 2.302 1.290 -0.135
H 3.034 0.629 1.334
H 0.605 0.466 2.852
H -0.069 -0.948 2.356
H -1.419 -1.649 -2.729
H -0.584 -1.139 -1.408
O -1.621 -2.029 -1.863
H -2.591 -0.617 -2.056
H -2.417 0.940 -2.305
O -3.060 0.250 -2.285
```

Gap between HOMO and LUMO = 5.9 eV
Net charge = -2

=====

Arrangement 2

Below is a cluster of 3 separate species, C3H11NO3S in total, with properties calculated with ωB97M-V/def2-TZVPD.

Geometry as XYZ:
```
19
Properties=species:S:1:pos:R:3
C -0.782 2.366 -0.134
C 0.086 2.734 1.075
S -0.021 4.573 1.504
N -1.358 1.000 -0.105
C -0.452 -0.122 0.176
O 0.374 -0.380 -0.933
H -1.667 3.000 -0.103
H -0.164 2.433 -1.030
H 1.133 2.468 0.963
H -0.337 2.332 1.995
H -1.994 0.964 0.692
H -1.102 -0.973 0.375
H 0.221 0.104 1.010
H 1.031 -3.851 -1.267
H 0.507 -5.230 -1.699
O 1.205 -4.607 -1.927
H 0.757 -1.329 -0.740
H 1.729 -2.693 0.227
O 0.832 -2.789 -0.079
```

Gap between HOMO and LUMO = 5.9 eV
Net charge = -2

=====

Which structure is the least stable? The one labeled arrangement 1.

=====

Arrangement 1

Below is the molecule C5H5PS, with properties calculated with ωB97M-V/def2-TZVPD.

Geometry as XYZ:
```
12
Properties=species:S:1:pos:R:3
C -0.614 0.024 1.642
C -1.693 -0.512 0.947
C 0.207 -0.354 -0.384
C 0.528 -0.004 0.899
C 0.946 0.286 -1.597
P 2.035 0.700 1.482
S -1.354 -0.893 -0.766
H -0.513 0.448 2.626
H -2.759 -0.375 1.182
H 0.408 -0.604 -2.318
H 0.612 1.256 -1.784
H 2.195 0.030 -1.929
```

Gap between HOMO and LUMO (alpha / beta) = 7.1 / 6.4 eV
Net charge = 0

=====

Arrangement 2

Below is the molecule C5H5PS, with properties calculated with ωB97M-V/def2-TZVPD.

Geometry as XYZ:
```
12
Properties=species:S:1:pos:R:3
C -0.439 -0.409 -0.832
C -0.706 1.028 -0.761
C 0.359 -1.136 -0.076
C 1.011 -0.787 1.121
C -1.634 1.498 -1.555
P 1.027 0.583 2.111
S -2.619 2.277 -2.427
H -0.651 -0.923 -1.790
H -0.289 1.519 0.095
H 0.546 -2.073 -0.549
H 1.432 -1.642 1.794
H 1.963 0.065 2.868
```

Gap between HOMO and LUMO = 7.3 eV
Net charge = 0
Structure (SMILES) = [H]/P=C/C=C\C=C=S

=====

Which structure is the least stable? The one labeled arrangement 1.

=====

Arrangement 1

Below is a cluster of 10 separate species, C30H70N10O10 in total, with properties calculated with ωB97M-V/def2-TZVPD.

Geometry as XYZ:
```
120
Properties=species:S:1:pos:R:3
C 5.064 -4.549 -2.038
O 4.993 -4.098 -0.909
N 4.499 -4.006 -3.143
C 4.990 -4.489 -4.419
C 3.627 -2.862 -3.116
H 5.771 -5.362 -2.245
H 4.137 -4.805 -5.028
H 5.656 -5.348 -4.367
H 5.519 -3.781 -5.065
H 2.563 -3.025 -3.272
H 3.734 -2.294 -2.189
H 4.063 -2.125 -3.798
C 2.294 1.216 -6.554
O 3.269 0.943 -5.887
N 1.013 1.047 -6.157
C -0.117 1.273 -7.017
C 0.705 0.483 -4.859
H 2.321 1.722 -7.534
H -0.480 0.343 -7.468
H 0.189 1.929 -7.835
H -0.963 1.720 -6.496
H 0.317 -0.536 -4.942
H 1.562 0.465 -4.190
H -0.034 1.034 -4.275
C -2.875 -1.417 6.588
O -2.334 -1.479 7.676
N -2.263 -1.521 5.402
C -2.878 -1.172 4.113
C -0.861 -1.857 5.301
H -3.957 -1.224 6.464
H -2.125 -1.323 3.348
H -3.200 -0.129 4.113
H -3.778 -1.756 3.913
H -0.661 -2.806 4.795
H -0.312 -0.980 4.953
H -0.427 -2.108 6.272
C -3.799 2.515 0.618
O -2.658 2.805 0.980
N -4.213 1.270 0.536
C -5.575 0.959 0.143
C -3.334 0.142 0.798
H -4.514 3.288 0.324
H -6.203 0.237 0.662
H -5.693 0.812 -0.935
H -6.153 1.875 0.313
H -2.572 0.152 0.021
H -2.883 0.338 1.776
H -3.826 -0.805 1.007
C 4.617 3.335 0.269
O 3.801 4.054 0.806
N 4.329 2.357 -0.613
C 5.284 1.576 -1.369
C 2.950 2.300 -1.093
H 5.694 3.424 0.475
H 4.937 0.550 -1.248
H 6.299 1.697 -0.989
H 5.371 1.858 -2.422
H 2.550 1.290 -1.240
H 2.193 2.815 -0.518
H 2.981 2.643 -2.133
C -3.914 4.472 -3.333
O -4.545 3.837 -2.522
N -2.657 4.160 -3.755
C -1.920 3.018 -3.205
C -1.996 4.806 -4.866
H -4.282 5.323 -3.936
H -0.842 3.135 -3.184
H -2.228 2.103 -3.715
H -2.235 2.949 -2.163
H -1.551 4.114 -5.585
H -2.719 5.388 -5.443
H -1.179 5.443 -4.518
C 0.713 1.944 5.020
O -0.384 1.964 4.496
N 0.943 1.974 6.358
C 2.302 2.160 6.922
C -0.111 2.471 7.228
H 1.657 1.745 4.491
H 3.124 2.136 6.217
H 2.338 1.413 7.716
H 2.248 3.126 7.430
H 0.009 2.084 8.235
H -0.219 3.557 7.141
H -1.052 2.128 6.791
C 2.461 -1.523 4.375
O 2.780 -0.385 4.106
N 2.736 -2.623 3.636
C 2.661 -3.971 4.161
C 2.978 -2.536 2.212
H 2.125 -1.862 5.371
H 3.676 -4.382 4.118
H 2.082 -4.697 3.589
H 2.376 -3.982 5.212
H 2.132 -2.819 1.576
H 3.067 -1.495 1.900
H 3.852 -3.100 1.892
C -0.041 1.208 -0.477
O -0.212 1.316 -1.681
N 0.373 0.095 0.157
C 0.442 0.046 1.614
C 0.697 -1.093 -0.601
H -0.251 1.980 0.282
H -0.078 -0.884 1.854
H -0.035 0.861 2.162
H 1.481 0.150 1.935
H 1.384 -0.894 -1.421
H 1.247 -1.746 0.077
H -0.225 -1.618 -0.861
C -5.236 -2.231 -3.371
O -6.376 -2.027 -3.728
N -4.863 -2.607 -2.134
C -3.455 -2.829 -1.756
C -5.811 -2.408 -1.038
H -4.352 -2.202 -4.028
H -3.551 -3.675 -1.076
H -3.055 -1.984 -1.207
H -2.836 -3.024 -2.626
H -5.650 -3.131 -0.237
H -5.791 -1.343 -0.768
H -6.831 -2.642 -1.340
```

Gap between HOMO and LUMO = 9.2 eV
Net charge = 0
Structure (SMILES) = CN(C)C=O.CN(C)C=O.CN(C)C=O.CN(C)C=O.CN(C)C=O.CN(C)C=O.CN(C)C=O.CN(C)C=O.CN(C)C=O.CN(C)C=O

=====

Arrangement 2

Below is a cluster of 10 separate species, C30H70N10O10 in total, with properties calculated with ωB97M-V/def2-TZVPD.

Geometry as XYZ:
```
120
Properties=species:S:1:pos:R:3
C 31.819 -25.127 2.208
O 32.756 -25.095 2.978
N 31.896 -25.031 0.878
C 30.692 -25.069 0.075
C 33.183 -24.976 0.184
H 30.772 -25.225 2.552
H 29.752 -24.902 0.589
H 30.671 -26.023 -0.460
H 30.743 -24.307 -0.714
H 33.576 -23.958 0.307
H 33.894 -25.604 0.717
H 33.061 -25.178 -0.870
C 29.578 -29.328 3.303
O 28.587 -29.956 3.633
N 30.508 -28.936 4.209
C 31.793 -28.382 3.773
C 30.234 -28.942 5.613
H 29.774 -29.014 2.272
H 32.621 -28.748 4.374
H 31.767 -27.288 3.849
H 31.967 -28.632 2.728
H 30.554 -29.837 6.151
H 30.708 -28.070 6.068
H 29.153 -28.853 5.746
C 26.730 -27.147 -0.179
O 25.535 -26.924 -0.173
N 27.487 -27.421 -1.255
C 26.953 -27.481 -2.591
C 28.815 -28.003 -1.114
H 27.333 -27.260 0.735
H 27.453 -26.815 -3.300
H 25.888 -27.287 -2.604
H 27.120 -28.480 -3.024
H 28.760 -28.975 -1.612
H 29.510 -27.455 -1.759
H 29.154 -28.115 -0.091
C 27.651 -23.694 -1.131
O 27.623 -23.976 -2.314
N 28.097 -22.529 -0.595
C 28.749 -21.518 -1.372
C 28.158 -22.338 0.851
H 27.385 -24.433 -0.350
H 28.322 -20.544 -1.132
H 28.585 -21.680 -2.438
H 29.837 -21.545 -1.258
H 29.206 -22.234 1.149
H 27.559 -21.480 1.143
H 27.821 -23.254 1.334
C 28.186 -26.009 3.478
O 28.467 -26.082 2.301
N 26.921 -25.811 3.916
C 26.546 -26.094 5.260
C 25.962 -25.180 3.020
H 28.895 -26.197 4.301
H 26.133 -25.271 5.850
H 27.347 -26.565 5.833
H 25.758 -26.860 5.306
H 25.511 -25.928 2.365
H 25.204 -24.703 3.642
H 26.397 -24.405 2.396
C 25.147 -28.888 -5.892
O 25.520 -28.414 -6.944
N 24.137 -28.423 -5.158
C 23.776 -28.992 -3.867
C 23.454 -27.211 -5.553
H 25.656 -29.736 -5.394
H 24.056 -28.263 -3.095
H 24.339 -29.896 -3.670
H 22.693 -29.055 -3.809
H 22.586 -27.095 -4.902
H 24.063 -26.326 -5.358
H 23.105 -27.296 -6.577
C 30.662 -28.788 -7.025
O 30.490 -27.674 -6.578
N 31.161 -29.848 -6.327
C 31.530 -31.049 -7.022
C 31.428 -29.790 -4.927
H 30.399 -29.042 -8.061
H 31.034 -31.144 -7.985
H 31.131 -31.948 -6.516
H 32.614 -31.184 -7.029
H 30.915 -30.580 -4.379
H 32.508 -29.884 -4.734
H 31.163 -28.839 -4.484
C 27.875 -23.880 -8.013
O 28.118 -22.719 -8.221
N 27.737 -24.466 -6.801
C 27.512 -25.865 -6.711
C 27.919 -23.697 -5.610
H 27.737 -24.601 -8.838
H 28.355 -26.433 -6.317
H 27.207 -26.306 -7.659
H 26.635 -26.048 -6.079
H 28.230 -22.683 -5.877
H 27.011 -23.484 -5.032
H 28.682 -24.056 -4.918
C 23.196 -28.801 3.951
O 22.422 -28.735 4.894
N 24.519 -29.061 4.041
C 25.393 -28.911 2.893
C 25.089 -29.509 5.294
H 22.870 -28.696 2.901
H 24.943 -28.183 2.208
H 25.677 -29.819 2.361
H 26.312 -28.368 3.143
H 26.085 -29.104 5.438
H 24.474 -29.220 6.148
H 25.054 -30.603 5.309
C 30.541 -31.855 0.016
O 30.443 -30.695 0.337
N 31.361 -32.737 0.618
C 31.353 -34.141 0.299
C 31.959 -32.346 1.883
H 30.058 -32.263 -0.888
H 30.595 -34.686 0.895
H 32.278 -34.617 0.609
H 31.056 -34.329 -0.730
H 32.653 -33.115 2.225
H 32.610 -31.481 1.732
H 31.244 -32.141 2.679
```

Gap between HOMO and LUMO = 8.7 eV
Net charge = 0
Structure (SMILES) = CN(C)C=O.CN(C)C=O.CN(C)C=O.CN(C)C=O.CN(C)C=O.CN(C)C=O.CN(C)C=O.CN(C)C=O.CN(C)C=O.CN(C)C=O

=====

Which structure is the least stable? The one labeled arrangement 1.